(1)
Formula: C3H7N3O2
Source: the OMol25 dataset
Level of theory: the ωB97M-V functional and the def2-TZVPD basis

E_LUMO   0.614 eV
ΔE to the lowest compared entry with this formula, charge and spin   99.43 kcal per mole
E_tot   -433.16432 a.u.

The geometry in ORCA input format:
```
! RIJCOSX wB97M-V def2-TZVPD def2/J DEFGRID3
* xyz 0 1
H 3.10 0.67 -0.76
H 3.10 0.28 0.96
C 1.18 1.03 -0.08
H -1.96 -1.22 -0.54
C -2.10 -0.23 -0.23
O 2.35 -1.36 -0.08
N -1.18 0.66 -0.38
H -3.91 0.88 0.84
O 1.17 2.21 0.02
H 0.46 -0.71 -0.37
H 2.60 -1.90 0.71
N -3.40 -0.02 0.28
N 0.12 0.24 -0.36
H -4.03 -0.64 -0.13
C 2.49 0.11 0.12
*
```

=====

(2)
Formula: C3H7N3O2
Source: the OMol25 dataset
Level of theory: the ωB97M-V functional and the def2-TZVPD basis

E_LUMO   0.909 eV
ΔE to the lowest compared entry with this formula, charge and spin   112.56 kcal per mole
E_tot   -433.14340 a.u.

The geometry in ORCA input format:
```
! RIJCOSX wB97M-V def2-TZVPD def2/J DEFGRID3
* xyz 0 1
H -1.64 -1.04 -0.41
C 0.58 -0.63 0.68
H -1.88 -0.01 -1.82
N 0.24 -1.64 1.31
O 2.56 0.65 -0.40
C -1.92 -0.04 -0.73
H 2.02 -1.18 -0.83
H -1.52 1.87 0.05
H 0.80 -2.48 1.17
H 2.43 1.22 0.39
N 1.62 -0.37 -0.35
O 0.64 1.70 1.12
C 0.12 0.81 0.44
N -1.08 0.99 -0.18
H -2.96 0.13 -0.44
*
```

=====

(3)
Formula: C3H7N3O2
Source: the OMol25 dataset
Level of theory: the ωB97M-V functional and the def2-TZVPD basis

E_LUMO   0.484 eV
ΔE to the lowest compared entry with this formula, charge and spin   13.10 kcal per mole
E_tot   -433.30190 a.u.

The geometry in ORCA input format:
```
! RIJCOSX wB97M-V def2-TZVPD def2/J DEFGRID3
* xyz 0 1
H 0.41 2.73 1.97
N 0.75 -0.95 -0.64
O 0.06 -3.08 -0.25
H 1.75 -1.07 -0.51
N -1.52 -1.51 -0.64
H 1.23 1.09 -1.04
H -2.11 -2.34 -0.63
H -0.48 0.71 -0.99
N 0.44 2.32 1.05
O -0.02 0.26 1.86
C 0.45 0.44 -0.50
H -1.86 -0.58 -0.51
C 0.34 0.95 0.94
C -0.19 -1.90 -0.40
H 0.74 2.93 0.30
*
```

=====

(4)
Formula: C3H7N3O2
Source: the OMol25 dataset
Level of theory: the ωB97M-V functional and the def2-TZVPD basis

E_LUMO   0.687 eV
ΔE to the lowest compared entry with this formula, charge and spin   19.75 kcal per mole
E_tot   -433.29129 a.u.

The geometry in ORCA input format:
```
! RIJCOSX wB97M-V def2-TZVPD def2/J DEFGRID3
* xyz 0 1
H 1.32 0.12 1.62
O -0.36 1.93 -1.27
N 1.28 -0.74 1.16
H 1.82 -1.49 1.43
H -1.36 0.91 1.68
C 0.13 -1.08 0.43
N -0.55 0.01 -0.10
H 1.36 0.69 -2.51
H -2.12 1.29 0.10
H -2.27 -0.37 0.96
O -0.13 -2.24 0.11
H 1.40 -0.67 -1.55
N 1.11 0.26 -1.64
C 0.03 0.84 -1.08
C -1.66 0.55 0.68
*
```

=====

(5)
Formula: C3H7N3O2S
Source: the OMol25 dataset
Level of theory: the ωB97M-V functional and the def2-TZVPD basis

E_LUMO (spin up / spin down)   0.500 / -2.088 eV
ΔE to the lowest compared entry with this formula, charge and spin   0.00 kcal per mole
E_tot   -831.30489 a.u.

The geometry in ORCA input format:
```
! RIJCOSX wB97M-V def2-TZVPD def2/J DEFGRID3
* xyz 0 3
N 1.11 2.67 0.52
H -1.86 0.12 0.60
C -0.14 0.77 -0.14
O -0.96 -1.03 -1.36
H 1.24 0.86 -1.66
C -0.23 -0.11 -1.35
H -1.18 1.47 1.53
O 0.73 0.14 -2.24
H 0.59 2.71 1.39
H -1.36 -3.46 0.67
S 0.76 -2.51 1.18
N 0.94 1.52 -0.13
N -1.24 0.98 0.61
C -0.36 -3.27 0.34
H 2.06 3.02 0.58
H -0.11 -3.86 -0.56
*
```

=====

(6)
Formula: C3H7N3O2S
Source: the OMol25 dataset
Level of theory: the ωB97M-V functional and the def2-TZVPD basis

E_LUMO   -10.374 eV
ΔE to the lowest compared entry with this formula, charge and spin   19.11 kcal per mole
E_tot   -830.68213 a.u.

The geometry in ORCA input format:
```
! RIJCOSX wB97M-V def2-TZVPD def2/J DEFGRID3
* xyz 2 1
N -0.69 -0.65 0.14
S 1.65 0.52 -0.08
O 1.52 0.80 1.30
C 0.61 -1.11 -0.01
H 2.06 -2.61 -0.27
N 1.03 -2.42 0.05
N -2.07 1.14 0.43
H 0.29 2.46 -0.29
H -0.01 1.44 -1.67
O 2.76 0.36 -0.98
H 0.52 -3.22 0.47
H -1.45 -1.46 0.31
H -2.80 0.69 0.99
H -2.49 1.98 0.19
C -0.94 0.65 0.04
C 0.01 1.45 -0.64
*
```

=====

(7)
Formula: C3H7N3OS
Source: the OMol25 dataset
Level of theory: the ωB97M-V functional and the def2-TZVPD basis

E_LUMO   0.411 eV
ΔE to the lowest compared entry with this formula, charge and spin   48.47 kcal per mole
E_tot   -756.15707 a.u.

The geometry in ORCA input format:
```
! RIJCOSX wB97M-V def2-TZVPD def2/J DEFGRID3
* xyz 0 1
H 0.11 -2.49 -0.28
H -3.04 0.17 -0.06
H -3.43 -0.70 1.39
N 0.59 -0.09 -0.38
H 0.13 2.01 -0.97
O 1.11 -2.22 -0.28
H 0.69 1.60 0.73
N -1.51 -2.44 -0.21
C 1.47 -0.94 -0.20
S 3.19 -0.65 0.33
C -2.16 -1.61 0.21
N -2.98 -0.64 0.53
H 1.91 1.67 -0.59
H 3.12 -2.01 0.43
C 0.83 1.37 -0.35
*
```

=====

(8)
Formula: C3H7N3OS
Source: the OMol25 dataset
Level of theory: the ωB97M-V functional and the def2-TZVPD basis

E_LUMO   -0.632 eV
ΔE to the lowest compared entry with this formula, charge and spin   163.64 kcal per mole
E_tot   -755.97353 a.u.

The geometry in ORCA input format:
```
! RIJCOSX wB97M-V def2-TZVPD def2/J DEFGRID3
* xyz 0 1
N -1.01 -0.12 2.89
C -0.94 0.49 1.64
H 1.30 -1.78 -1.60
H 0.00 0.87 -2.82
O -1.87 1.16 -1.11
N 1.35 -0.38 -1.53
H -1.59 1.26 1.40
C -0.72 0.72 -0.90
H 2.47 0.20 -2.30
H 0.21 -1.07 4.75
S 0.40 -1.14 3.36
H 0.91 0.08 0.18
C 0.17 0.10 -1.96
H -0.58 -0.78 -2.38
N -0.10 0.37 0.39
*
```

=====

ΔE to the lowest compared entry with this formula, charge and spin of number 1 (C3H7N3O2)?
99.43 kcal per mole